P:
Entry from the Open Molecules 2025 dataset: a molecular structure, C6H8O2 (the ωB97M-V functional and the def2-TZVPD basis).

CARTESIAN COORDINATES (ANGSTROEM)
C (0.7195, -1.5900, 0.6626)
C (0.2165, 0.3563, 0.5432)
C (-0.0477, 1.5979, -1.0458)
C (-0.5276, 0.1737, -1.3091)
C (-0.0277, -1.2886, -0.7329)
C (-1.0051, -0.3812, -0.0485)
H (0.0372, -2.4713, 1.1537)
H (1.8265, -2.0962, 0.6342)
H (0.9975, 0.2706, -0.1620)
H (-0.7515, 2.2724, -1.5639)
H (0.9973, 1.7655, -1.4955)
H (-1.2538, 0.0425, -2.1890)
H (-0.2913, -2.0457, -1.3594)
H (-2.0896, -0.6228, 0.2765)
O (0.5774, -0.5165, 1.5728)
O (-0.0074, 1.7261, 0.4633)

Values from the calculation:
LUMO level   1.04 eV
HOMO-LUMO gap   10.1 eV
Charge   0
2S+1   1

Partial charges, Mulliken, in e: number 1, C, carries -0.5328; number 2, C, carries 0.1791; number 3, C, carries -0.6234; number 4, C, carries -0.2472; number 5, C, carries -0.4681; number 6, C, carries -0.1467; number 7, H, carries 0.2613; number 8, H, carries 0.2705; number 9, H, carries 0.4013; number 10, H, carries 0.3956; number 11, H, carries 0.2532; number 12, H, carries 0.3262; number 13, H, carries 0.4995; number 14, H, carries 0.3979; number 15, O, carries -0.4532; number 16, O, carries -0.5132

Q:
Entry from the Open Molecules 2025 dataset: 2 unconnected molecules or ions with the total composition C6H8O2 (the ωB97M-V functional and the def2-TZVPD basis).

CARTESIAN COORDINATES (ANGSTROEM)
C (-0.5863, 1.5629, -0.2561)
C (0.3037, 0.4949, 0.4832)
C (-0.5267, -0.6897, 1.0068)
C (-1.1063, -1.2954, -0.3168)
C (1.1627, -0.4970, -0.4672)
C (1.6785, 0.8338, -0.0854)
H (-0.0678, 2.9014, -0.4200)
H (-1.4237, -0.3610, 1.4609)
H (-0.1026, -1.3037, 1.9477)
H (-2.1717, -0.7409, -0.3440)
H (-1.3854, -2.4738, -0.6187)
H (1.7996, -1.1657, 0.0265)
H (2.5157, 0.9076, 0.4756)
H (1.6628, 1.4414, -1.1884)
O (-1.7996, 1.3491, -0.4552)
O (0.0471, -0.9639, -1.2488)

Values from the calculation:
LUMO level   0.47 eV
HOMO-LUMO gap   9.1 eV
Charge   0
2S+1   1

Partial charges, Mulliken, in e: number 1, C, carries -0.1577; number 2, C, carries 0.5129; number 3, C, carries -0.7647; number 4, C, carries -0.2451; number 5, C, carries 0.0140; number 6, C, carries -0.6324; number 7, H, carries 0.1976; number 8, H, carries 0.3720; number 9, H, carries 0.2401; number 10, H, carries 0.2272; number 11, H, carries 0.2312; number 12, H, carries 0.3243; number 13, H, carries 0.3423; number 14, H, carries 0.2552; number 15, O, carries -0.4751; number 16, O, carries -0.4419

Relative to the most stable structure, the computed energies are P 0.0; Q 117.1, all in kJ/mol.